A single C5H6O2 molecule, computed with ωB97M-V with the def2-TZVPD basis set.

Its max |F| is 0.5 eV/A. For the HOMO-LUMO gap, the calculation gives 9.911 eV. As for the multiplicity: 1.

The geometry in XYZ format:
```
13
C5H6O2 ωB97M-V with the def2-TZVPD basis set
O -0.01 2.05 1.06
O -1.08 -0.38 -1.27
C -0.37 -1.16 -0.32
C 1.79 -0.39 0.84
C -0.16 1.09 0.34
C 0.57 -0.21 0.36
C -1.17 0.96 -0.80
H 2.32 0.43 1.31
H -0.89 1.65 -1.61
H 2.30 -1.35 0.76
H -1.06 -1.56 0.45
H -2.18 1.21 -0.47
H 0.09 -2.00 -0.84
```



A molecular structure, C3H2CoO2 at a distorted geometry, computed with ωB97M-V with the def2-TZVPD basis set.

Its max |F| is 4.1 eV/A. As for the net charge: +1. For the HOMO-LUMO gap (spin up / spin down), the calculation gives 7.314 / 8.148 eV. As for the multiplicity: 5.

The geometry in XYZ format:
```
8
C3H2CoO2 ωB97M-V with the def2-TZVPD basis set
Co -0.98 -1.42 -2.22
O -1.21 -0.03 -0.15
O 0.88 -0.98 0.20
C 0.91 0.40 0.36
C -0.31 0.94 0.17
C -0.32 -1.47 -0.06
H -0.69 1.80 0.72
H 1.72 0.78 0.98
```



A single C7H14O2 molecule at a distorted geometry, computed with ωB97M-V with the def2-TZVPD basis set.

Its max |F| is 3.9 eV/A. For the HOMO-LUMO gap, the calculation gives 9.435 eV. As for the multiplicity: 1.

The geometry in XYZ format:
```
23
C7H14O2 ωB97M-V with the def2-TZVPD basis set
O -1.79 -1.12 0.65
O 0.66 2.23 -2.26
C -0.26 -2.63 -0.34
C -0.01 -0.18 -0.61
C 1.19 0.49 -0.62
C 0.40 -1.26 1.67
C -0.48 2.43 0.08
C -0.40 -1.27 0.37
C 0.92 1.89 -0.96
H 1.45 -1.47 1.50
H -1.46 2.01 -0.15
H -0.54 -3.42 0.35
H -1.91 -0.29 1.13
H -0.92 -2.67 -1.20
H -0.01 1.62 -2.62
H -0.20 2.37 1.13
H 0.31 -0.30 2.17
H -0.53 3.49 -0.19
H 1.67 2.58 -0.58
H 1.86 0.37 0.22
H 0.77 -2.78 -0.66
H 0.01 -2.04 2.33
H -0.73 -0.04 -1.40
```